{
  "formula": "C29H45AsBrN5OPdS4Si2Te",
  "method": "ωB97M-V/def2-TZVPD",
  "symbols": ["Te", "Pd", "Br", "As", "S", "S", "S", "S", "Si", "Si", "O", "N", "N", "N", "N", "N", "C", "C", "C", "C", "C", "C", "C", "C", "C", "C", "C", "C", "C", "C", "C", "C", "C", "C", "C", "C", "C", "C", "C", "C", "C", "C", "C", "C", "C", "H", "H", "H", "H", "H", "H", "H", "H", "H", "H", "H", "H", "H", "H", "H", "H", "H", "H", "H", "H", "H", "H", "H", "H", "H", "H", "H", "H", "H", "H", "H", "H", "H", "H", "H", "H", "H", "H", "H", "H", "H", "H", "H", "H", "H"],
  "xyz": [[-0.185, 1.686, 3.000], [0.805, -0.613, 1.574], [-3.934, 0.832, -11.295], [0.535, -1.696, 4.692], [0.770, -0.489, 6.350], [-0.969, -0.635, 3.192], [2.133, -1.433, 3.156], [-0.127, -3.636, 4.810], [-1.735, 4.052, 4.757], [3.018, 2.328, 2.286], [-0.974, 0.617, 0.632], [0.851, -4.659, -0.418], [-1.615, 0.327, -5.673], [1.283, -2.639, 0.665], [-2.313, 0.802, -4.761], [0.865, -0.310, -1.077], [-1.080, 2.285, 4.844], [-2.437, 1.156, -1.124], [-0.280, 0.156, -1.608], [1.644, -0.816, -3.265], [-0.543, 0.169, -2.998], [-2.475, 4.522, 6.395], [-3.032, 4.135, 3.419], [-2.237, 0.499, -6.977], [1.793, -0.781, -1.873], [-1.519, -0.011, -8.045], [-0.084, -5.644, -0.952], [2.259, 3.628, 1.184], [-3.968, 1.213, -8.477], [-1.244, 0.646, -0.627], [-2.014, 0.085, -9.339], [-3.462, 1.116, -7.193], [-0.254, -6.864, -0.055], [-2.683, 1.168, -2.498], [0.487, -0.347, -3.827], [-1.799, 0.689, -3.441], [2.267, -5.001, -0.462], [1.807, 1.926, 3.693], [0.457, -3.494, 0.160], [3.450, 0.863, 1.202], [-3.238, 0.695, -9.540], [-1.013, -3.195, 0.222], [2.835, -5.470, 0.877], [4.563, 2.966, 3.102], [-0.304, 5.178, 4.333], [3.991, 1.227, 0.324], [-1.896, 1.577, 5.000], [-4.011, 1.514, -6.351], [2.827, -4.138, -0.835], [2.112, 4.578, 1.706], [0.342, -0.363, -4.894], [4.068, 0.133, 1.726], [2.389, -6.417, 1.178], [-1.455, -0.308, -10.177], [2.921, 3.818, 0.336], [-3.169, 1.538, -0.425], [0.283, -5.949, -1.935], [-1.162, -2.233, 0.699], [2.572, 0.321, 0.804], [2.703, -1.144, -1.403], [-1.046, -5.169, -1.114], [-2.835, 5.554, 6.366], [2.381, -5.786, -1.209], [2.439, -1.214, -3.882], [-3.620, 1.564, -2.871], [3.914, -5.610, 0.800], [0.440, 5.190, 5.135], [2.085, 1.033, 4.251], [1.728, 2.764, 4.392], [1.296, 3.316, 0.770], [5.342, 3.177, 2.364], [-3.947, 3.631, 3.742], [-3.288, 5.172, 3.188], [-0.324, 2.122, 5.611], [0.663, -7.452, 0.000], [-1.452, -3.155, -0.776], [2.640, -4.751, 1.673], [2.255, -2.908, 0.596], [-3.323, 3.880, 6.644], [-1.746, 4.446, 7.204], [4.959, 2.230, 3.805], [-0.564, -0.485, -7.855], [-4.924, 1.685, -8.657], [-0.529, -6.564, 0.957], [4.368, 3.889, 3.654], [-2.712, 3.667, 2.485], [-1.535, -3.953, 0.808], [-0.649, 6.203, 4.182], [0.205, 4.875, 3.411], [-1.039, -7.512, -0.448]],
  "lowdin_charge": [1.3976, 0.3400, 0.7271, -0.4303, 0.0059, 0.1902, 0.1929, -0.0440, 0.3867, 0.3938, -0.3792, -0.0829, 0.0488, 0.0271, 0.0581, 0.0711, -0.5319, -0.0135, -0.1501, -0.0496, -0.0798, -0.1767, -0.1796, -0.2402, -0.1553, -0.0323, -0.2113, -0.1874, -0.1251, -0.3727, -0.1290, -0.0291, -0.0683, -0.0256, -0.0009, -0.2182, -0.2086, -0.5301, -0.4037, -0.2087, -0.7012, -0.0009, -0.0615, -0.1744, -0.1796, 0.0472, 0.0173, 0.1027, 0.1110, 0.0308, 0.0844, 0.0172, 0.0666, 0.0993, 0.0393, 0.1085, 0.1200, 0.0329, -0.0358, 0.1001, 0.0991, 0.0368, 0.1193, 0.1019, 0.1115, 0.0792, 0.0398, -0.0588, 0.0240, 0.0185, 0.0372, 0.0386, 0.0374, -0.0150, 0.0656, 0.0924, 0.0669, 0.0274, 0.0369, 0.0368, 0.0402, 0.1093, 0.0996, 0.0827, 0.0354, 0.0172, 0.0968, 0.0382, 0.0096, 0.0768],
  "max_force_ha_per_bohr": 0.0250,
  "homo_lumo_gap_ha": 0.2120,
  "e_homo_ev": -7.3,
  "e_tot_ev": -241053.21914,
  "spin_multiplicity": 1,
  "charge": 0
}

***

{
  "formula": "C17H34AlBBrCaClCsF9I2N2O11SSi2",
  "method": "ωB97M-V/def2-TZVPD",
  "symbols": ["Cs", "I", "I", "Br", "Ca", "Cl", "S", "Si", "Si", "Al", "F", "F", "F", "F", "F", "F", "F", "F", "F", "O", "O", "O", "O", "O", "O", "O", "O", "O", "O", "O", "N", "N", "C", "C", "C", "C", "C", "C", "C", "C", "C", "C", "C", "C", "C", "C", "C", "C", "C", "B", "H", "H", "H", "H", "H", "H", "H", "H", "H", "H", "H", "H", "H", "H", "H", "H", "H", "H", "H", "H", "H", "H", "H", "H", "H", "H", "H", "H", "H", "H", "H", "H", "H", "H"],
  "xyz": [[-2.529, -4.869, 1.145], [0.380, -2.037, -4.338], [-0.776, -3.217, 0.598], [-1.884, 7.465, -0.231], [0.724, -6.654, -3.246], [-1.182, -2.664, -7.695], [-0.095, -5.407, -6.051], [-0.700, -0.460, -1.369], [0.866, 1.908, -1.435], [-4.151, -0.828, 1.889], [-2.871, 3.003, -4.530], [9.165, 3.928, 2.843], [-5.266, -0.519, -1.941], [7.657, 3.296, 4.477], [-1.291, 1.834, -5.403], [7.225, 2.831, 2.258], [-0.988, 3.932, -5.008], [7.132, 5.005, 3.016], [2.286, -2.552, -1.298], [0.605, 0.334, -0.815], [4.466, 3.360, 4.139], [-5.115, -0.207, 0.189], [-2.379, 0.068, 0.806], [-3.712, -8.656, 4.606], [0.040, -6.789, -6.505], [-0.991, -5.367, -4.854], [-0.693, -4.579, -7.152], [-1.151, 2.537, -3.285], [1.228, -4.889, -5.647], [-1.564, 3.090, 1.254], [-3.138, 4.649, -1.276], [-3.408, -1.278, -0.846], [2.743, 2.126, -1.484], [-4.844, -9.304, 5.191], [2.753, 4.799, 5.057], [0.219, 3.286, -0.318], [3.338, 1.535, -0.148], [0.458, -4.456, -2.397], [-1.903, 4.762, -0.467], [-1.326, 3.307, -0.156], [0.102, -2.986, -2.414], [0.269, 2.184, -3.220], [3.215, 3.375, 4.801], [-1.553, 2.825, -4.526], [4.364, 2.504, 0.533], [-4.608, -0.623, -0.815], [-5.851, -8.286, 5.691], [-0.352, -2.304, -1.354], [-2.273, -0.454, -0.246], [7.797, 3.765, 3.145], [0.568, 4.217, -0.797], [-3.311, -8.106, 5.287], [4.416, 3.467, 0.010], [0.835, 3.044, -3.609], [-1.182, 5.382, -1.002], [0.758, 3.237, 0.641], [-6.185, -7.645, 4.873], [5.351, 2.037, 0.507], [-3.732, 3.932, -0.870], [-5.290, -9.937, 4.425], [-5.400, -7.635, 6.446], [3.014, 3.179, -1.642], [1.432, -4.549, -3.005], [3.081, 1.504, -2.332], [-6.720, -8.777, 6.130], [2.550, 1.200, 0.546], [-1.137, -0.115, -2.721], [-3.187, -1.431, -1.837], [2.671, 5.347, 4.118], [0.480, 1.278, -3.813], [5.101, 3.814, 4.707], [3.306, 2.822, 5.746], [-4.501, -9.942, 6.009], [0.685, -4.841, -1.382], [-0.324, -5.090, -2.938], [-2.138, 5.279, 0.471], [3.476, 5.332, 5.678], [4.017, 2.666, 1.561], [3.863, 0.617, -0.449], [-2.482, 2.811, 1.341], [2.500, 2.850, 4.164], [-1.858, 2.564, -0.783], [-2.878, 4.353, -2.211], [1.782, 4.814, 5.560]],
  "lowdin_charge": [0.7574, 1.1204, 0.6122, -0.0398, 1.6305, 0.4040, 0.2194, 0.4419, 0.5572, 0.9359, 0.1725, 0.0689, 0.2333, 0.0592, 0.1432, 0.0751, 0.1816, 0.0672, -0.6150, -0.2135, -0.0741, 0.0207, -0.0412, -0.0999, -0.3141, -0.4763, -0.5885, -0.0466, -0.4387, -0.0584, -0.0042, 0.1482, -0.2211, -0.3143, -0.0960, -0.1363, -0.2740, -0.3474, -0.4140, -0.3779, -0.7681, -0.1742, -0.3377, -0.7603, -0.0708, -0.5464, -0.0918, -0.6737, -0.4562, -1.2424, 0.1004, 0.0754, 0.0708, 0.1183, -0.0102, 0.1060, 0.0710, 0.0713, 0.0474, 0.1121, 0.0740, 0.0810, 0.0757, 0.0798, 0.0785, 0.0758, 0.0040, 0.1455, 0.0760, 0.0662, 0.0822, 0.1027, 0.1126, 0.0532, -0.0147, -0.0015, 0.0737, 0.0607, 0.1009, 0.0693, 0.0988, 0.0994, 0.0437, 0.0641],
  "max_force_ha_per_bohr": 0.2596,
  "homo_lumo_gap_ha": 0.0408,
  "e_homo_ev": -6.1,
  "e_tot_ev": -219748.88372,
  "spin_multiplicity": 1,
  "charge": 0
}

***

{
  "formula": "C4H7N3O2",
  "method": "ωB97M-V/def2-TZVPD",
  "symbols": ["O", "O", "N", "N", "N", "C", "C", "C", "C", "H", "H", "H", "H", "H", "H", "H"],
  "xyz": [[-0.659, -1.252, 0.167], [0.483, 2.359, -1.355], [-0.375, 1.448, -1.981], [0.640, -2.261, 2.187], [-0.143, -0.324, 0.976], [-1.217, -0.707, -0.863], [0.412, 0.776, 0.113], [0.638, -1.063, 1.865], [-0.349, 0.516, -1.108], [-0.053, -2.830, 1.569], [0.438, 3.119, -2.038], [-2.287, -0.358, -0.663], [1.615, 0.610, 0.134], [1.517, -0.304, 2.102], [0.279, 1.677, 0.678], [-0.940, -1.408, -1.781]],
  "nbo_charge": [-0.3882, -0.5809, -0.0979, -0.6616, -0.1849, -0.0966, -0.3127, 0.2847, 0.1579, 0.3574, 0.4898, 0.1934, 0.2251, 0.1391, 0.2522, 0.2233],
  "max_force_ha_per_bohr": 0.1193,
  "homo_lumo_gap_ha": 0.3477,
  "e_homo_ev": -8.8,
  "e_tot_ev": -12820.38306,
  "spin_multiplicity": 1,
  "charge": 0,
  "smiles": "[H]/N=C\\N1C/C(=N\\O)CO1"
}